Entry 1:
The following is a DFT calculation (ωB97M-V with the def2-TZVPD basis set) of a cluster of 9 separate species, C5H26NO10 in total.

Cartesian coordinates (Å):
C -2.662 0.867 0.100
C -3.481 -0.382 -0.277
C -1.128 0.772 -0.254
N -0.181 0.495 0.921
C 1.193 1.164 0.677
C 2.185 0.233 0.135
O 2.097 -0.988 0.231
O 2.900 0.866 -0.707
H -2.657 0.932 1.241
H -3.047 1.783 -0.323
H -3.022 -0.890 -1.218
H -3.658 -1.103 0.501
H -4.479 -0.014 -0.649
H -0.921 1.680 -0.812
H -1.024 -0.068 -0.915
H -0.122 -0.468 0.994
H 1.571 1.518 1.678
H 0.869 2.013 0.088
H 2.064 -1.836 -1.250
H 1.417 -1.417 -2.562
O 1.619 -2.234 -2.066
H -2.319 0.411 3.015
H -2.823 -0.669 3.945
O -2.804 0.265 3.840
H -1.030 -2.196 2.559
H -2.522 -2.761 2.263
O -1.960 -2.004 2.678
H 0.374 -2.922 -1.193
H -1.092 -2.614 -0.701
O -0.316 -3.283 -0.672
H 4.035 -0.876 -2.875
H 3.182 0.218 -2.307
O 3.377 -0.260 -3.121
H -0.093 -3.077 1.101
H 1.281 -2.139 1.329
O 0.519 -2.608 1.828
H 0.195 3.823 -1.767
H 1.757 4.056 -1.603
O 0.925 4.414 -1.813
H 3.357 3.466 0.046
H 3.124 2.415 -1.169
O 3.300 3.417 -0.921

Results
LUMO level (spin up / spin down) ... -0.14 / -5.19 eV
E_HOMO (spin up / spin down) ... -11.00 / -10.99 eV
Multiplicity ... 2
<S²> ... 0.76
Energy above the lowest of the compared OMol25 structures with the same formula, charge and spin ... 198.83 kJ/mol

=====

Entry 2:
The following is a DFT calculation (ωB97M-V with the def2-TZVPD basis set) of a cluster of 8 separate species, C5H26NO7S in total.

Cartesian coordinates (Å):
C 1.852 0.558 -1.430
N 0.844 0.578 -0.338
C -0.432 -0.091 -0.718
C -1.376 0.977 -1.294
S -2.959 0.235 -1.848
C -1.020 -0.803 0.495
C 3.193 0.990 -0.857
H 1.941 -0.415 -1.882
H 1.499 1.286 -2.200
H 1.141 0.219 0.474
H -0.213 -0.840 -1.558
H -1.597 1.645 -0.591
H -0.960 1.447 -2.144
H -1.158 -0.152 1.319
H -0.426 -1.632 0.775
H -2.042 -1.175 0.310
H 3.585 0.266 -0.097
H 3.957 1.074 -1.607
H 3.139 1.983 -0.400
H -0.330 2.279 2.015
H -1.679 1.547 2.366
O -0.752 1.685 2.678
H -3.025 0.557 0.927
H -3.427 2.060 0.918
O -3.121 1.361 1.506
H -0.171 -2.842 -1.287
H 0.511 -4.002 -0.582
O 0.692 -3.118 -0.857
H -2.192 -1.827 -1.660
H -1.722 -2.703 -2.877
O -1.753 -2.719 -1.906
H 2.106 -2.414 1.691
H 1.410 -2.157 0.323
O 1.998 -1.740 1.049
H 0.611 2.219 0.218
H -0.530 3.386 0.101
O 0.247 3.147 0.631
H 1.145 -0.693 2.266
H 0.242 0.317 2.974
O 0.773 -0.493 3.096

Results
LUMO level ... 2.91 eV
E_HOMO ... -3.91 eV
Net charge ... -1
Energy above the lowest of the compared OMol25 structures with the same formula, charge and spin ... 0.00 kJ/mol

=====

Entry 3:
The following is a DFT calculation (ωB97M-V with the def2-TZVPD basis set) of a cluster of 8 separate species, C5H26NO9 in total.

Cartesian coordinates (Å):
C 0.983 0.720 -2.003
O 0.777 2.120 -2.101
C 0.787 0.282 -0.541
C 0.397 -1.198 -0.486
C -0.445 -1.677 0.714
C -1.750 -0.849 0.817
O -1.934 -0.132 -0.145
N 2.052 0.653 0.298
H 0.172 0.323 -2.675
H 2.010 0.518 -2.218
H -0.140 2.389 -2.233
H 0.036 0.903 -0.034
H 1.240 -1.873 -0.492
H -0.214 -1.383 -1.379
H -0.661 -2.750 0.495
H 0.099 -1.790 1.623
H -2.452 -0.730 1.633
H 1.736 1.522 0.776
H 2.252 -0.004 1.052
H 2.735 1.045 -0.380
H -2.561 -3.009 -1.992
H -1.791 -1.719 -2.344
O -2.295 -2.446 -2.724
H 1.380 -0.765 3.416
H 2.622 -1.399 3.003
O 2.032 -0.699 2.688
H -1.194 -1.253 3.726
H -1.415 0.147 3.263
O -0.774 -0.593 3.153
H 0.119 -3.045 -3.519
H 1.549 -3.119 -3.043
O 0.830 -2.484 -3.154
H 0.582 3.878 0.152
H 1.703 3.837 1.112
O 1.182 3.228 0.558
H -1.011 2.267 2.566
H -0.144 2.302 3.957
O -0.952 2.058 3.501
H -2.814 1.735 -3.074
H -2.488 1.159 -1.658
O -2.241 1.829 -2.309

Results
LUMO level ... -2.74 eV
E_HOMO ... -13.18 eV
Net charge ... +1
Energy above the lowest of the compared OMol25 structures with the same formula, charge and spin ... 221.70 kJ/mol

=====

Entry 4:
The following is a DFT calculation (ωB97M-V with the def2-TZVPD basis set) of a cluster of 8 separate species, C5H27NO8 in total.

Cartesian coordinates (Å):
C 1.738 -1.046 2.002
C 0.605 -1.047 0.934
N 0.112 0.442 0.869
C 1.185 1.457 0.811
C -0.794 0.646 -0.280
C -0.838 -0.153 -1.638
O 0.070 0.364 -2.595
H 1.578 -1.996 2.707
H 1.623 -0.287 2.753
H 2.637 -1.319 1.374
H -0.156 -1.756 1.050
H 1.049 -1.192 -0.127
H 1.123 2.200 1.604
H 2.226 1.026 0.838
H 1.013 2.098 -0.131
H -1.765 0.708 0.106
H -0.792 1.789 -0.540
H -1.836 -0.333 -1.908
H -0.578 -1.241 -1.535
H -0.300 1.151 -3.030
O 3.594 0.794 -2.109
H 2.750 0.750 -1.719
H 3.802 -0.059 -2.688
O -3.097 3.136 0.799
H -3.341 2.387 0.361
H -2.413 2.874 1.349
O -2.470 -0.056 2.255
H -1.552 0.277 2.273
H -2.334 -0.419 3.160
O -3.597 -1.169 -0.663
H -3.994 -0.932 0.246
H -3.662 -2.079 -0.738
O 2.983 -2.147 -2.353
H 2.077 -2.332 -2.426
H 3.238 -2.429 -1.455
O -1.763 -2.935 2.765
H -1.950 -2.620 1.926
H -0.947 -2.424 2.866
O 1.520 2.899 -2.112
H 0.902 2.385 -2.508
H 2.354 2.588 -2.492

Results
LUMO level ... 0.08 eV
E_HOMO ... -8.92 eV
Structure (SMILES) ... CCN(C)CCO.O.O.O.O.O.O.O
Energy above the lowest of the compared OMol25 structures with the same formula, charge and spin ... 450.95 kJ/mol